[1]
{
  "formula": "C5H7NO",
  "method": "ωB97M-V/def2-TZVPD",
  "elements": ["H", "N", "C", "C", "C", "C", "H", "H", "H", "H", "O", "H", "H", "C"],
  "xyz": [[-1.720, 0.819, -2.176], [-0.562, 1.471, -0.598], [0.651, -0.352, 0.555], [-0.387, -0.014, 1.567], [0.535, -1.063, -0.778], [-0.982, 0.586, -1.407], [1.600, -0.510, 1.062], [1.393, -0.680, -1.342], [0.893, 1.925, 0.824], [0.563, -2.158, -0.792], [-0.660, -0.724, -1.469], [-0.132, -0.397, 2.578], [-1.463, 0.018, 1.459], [0.273, 1.079, 0.518]],
  "total_energy_ha": -324.63743,
  "max_force_ev_per_a": 1.506,
  "homo_ha": -0.330,
  "smiles": "C1=N[C@H]2C[C@H]2CO1"
}



[2]
{
  "formula": "C22H27BaCl2N7O8S",
  "method": "ωB97M-V/def2-TZVPD",
  "elements": ["C", "C", "H", "N", "H", "O", "H", "C", "H", "H", "C", "H", "O", "Cl", "S", "H", "N", "H", "C", "O", "O", "H", "N", "H", "C", "H", "Cl", "H", "C", "C", "H", "C", "C", "Ba", "C", "N", "C", "H", "O", "O", "N", "C", "C", "H", "H", "C", "H", "H", "C", "C", "H", "H", "H", "H", "O", "C", "H", "H", "H", "N", "C", "C", "N", "C", "H", "O", "H", "C"],
  "xyz": [[-4.065, 1.152, -4.187], [5.766, 1.189, 0.813], [-0.989, 2.415, 2.473], [6.480, 2.390, 1.268], [3.886, -1.947, -0.338], [7.690, 2.383, 1.190], [-3.213, 0.960, 2.226], [-1.271, -2.690, 2.514], [-4.738, 0.076, 2.251], [0.597, 4.018, -1.570], [-1.714, -3.290, 1.187], [0.371, 1.537, 2.418], [1.616, 1.124, 0.661], [-0.400, 4.482, 0.490], [-0.337, -1.062, -5.252], [-1.681, -3.302, 3.336], [-1.028, -2.658, 0.074], [-3.573, -2.030, 2.680], [-0.851, 2.448, -1.234], [5.808, 3.319, 1.660], [-0.135, 1.697, -1.904], [7.590, 0.102, 0.431], [-1.619, -1.286, 2.675], [-3.649, 0.554, 0.051], [-2.581, 0.493, -5.977], [-2.002, 1.109, 4.057], [-1.500, 4.876, -2.171], [3.830, 2.079, 1.104], [-3.706, 1.152, -5.539], [-2.169, -0.199, -3.680], [-1.055, -1.094, 4.716], [-0.972, 0.849, 3.802], [3.702, 0.065, 0.381], [-0.625, 0.157, -0.019], [4.412, -1.063, -0.019], [-3.427, -0.268, 0.594], [2.185, 0.056, 0.371], [-4.023, -1.019, 0.258], [1.612, -1.014, 0.075], [5.908, -3.173, -0.791], [-0.635, 1.468, 2.536], [6.512, 0.091, 0.417], [-1.811, -0.180, -5.034], [-0.034, -2.859, 0.115], [0.476, -1.927, -3.112], [-3.051, -1.091, 2.881], [-2.300, 0.506, -7.017], [-2.786, -3.143, 1.048], [4.381, 1.203, 0.800], [5.798, -1.024, 0.005], [-4.944, 1.695, -3.872], [-4.318, 1.686, -6.250], [-0.185, -2.771, 2.578], [0.229, -0.898, 3.520], [-1.853, 2.108, -0.578], [-0.817, -0.667, 3.724], [-3.561, 0.500, -2.206], [-3.255, -0.857, 3.934], [-1.547, -4.377, 1.235], [-1.305, -0.894, -2.862], [-3.667, -0.001, 2.004], [-0.410, 3.907, -1.173], [6.549, -2.214, -0.418], [-3.308, 0.483, -3.253], [-0.348, 1.208, 4.636], [7.758, -2.155, -0.370], [-1.368, -3.014, -0.811], [-0.331, -1.370, -3.551]],
  "total_energy_ha": -3183.83179,
  "max_force_ev_per_a": 3.570,
  "homo_ha": -0.335
}



[3]
{
  "formula": "F12InNO3P2",
  "method": "ωB97M-V/def2-TZVPD",
  "elements": ["F", "F", "O", "O", "F", "F", "F", "F", "F", "P", "O", "F", "In", "P", "F", "F", "N", "F", "F"],
  "xyz": [[1.088, -1.665, -4.781], [-1.558, 2.501, 3.360], [4.816, -2.348, 2.014], [5.779, -4.233, 1.301], [-0.949, -2.612, -3.978], [0.632, 0.183, -3.363], [-2.952, 4.253, 3.831], [-3.857, 4.128, 1.723], [-1.119, -0.918, -2.449], [-2.803, 3.238, 2.592], [3.645, -3.782, 1.167], [-3.960, 2.316, 3.397], [1.170, -0.236, 1.352], [-0.105, -1.233, -3.668], [-1.676, 4.134, 1.901], [-2.705, 2.167, 1.382], [4.842, -3.481, 1.583], [-1.083, -0.507, -4.807], [0.794, -1.905, -2.557]],
  "total_energy_ha": -2351.56313,
  "max_force_ev_per_a": 3.582,
  "homo_ha": -0.429
}



[4]
{
  "formula": "C35H29IrN6O7",
  "method": "ωB97M-V/def2-TZVPD",
  "elements": ["C", "C", "H", "H", "H", "H", "H", "C", "O", "C", "C", "C", "C", "N", "N", "C", "H", "C", "H", "C", "N", "C", "H", "C", "C", "N", "O", "C", "C", "C", "C", "C", "H", "H", "N", "O", "Ir", "C", "C", "C", "H", "H", "H", "O", "C", "C", "N", "C", "C", "C", "H", "O", "O", "H", "C", "C", "H", "H", "H", "C", "C", "O", "H", "H", "H", "H", "C", "C", "H", "C", "C", "H", "H", "H", "H", "H", "H", "C"],
  "xyz": [[5.567, 1.256, -2.877], [6.743, -1.876, -0.153], [-2.750, -4.997, -0.598], [-4.295, 4.408, -1.311], [3.853, 0.392, 1.114], [4.243, -1.172, -3.450], [-4.237, -1.058, 8.014], [6.300, 2.395, -3.077], [-0.814, -1.969, -5.407], [-1.855, -3.854, -3.641], [5.834, -1.382, -1.053], [4.424, 2.341, -0.993], [-1.434, -2.598, -3.232], [1.487, -0.490, -2.005], [-1.450, -2.219, -1.958], [-2.353, -4.328, -1.351], [5.490, -0.509, 2.711], [4.757, -0.580, -0.603], [-4.833, -0.817, 2.615], [-4.006, 3.077, 2.361], [3.553, -0.884, -2.780], [-4.666, -0.373, 3.590], [-5.049, -2.336, 7.066], [-2.332, 1.944, -0.110], [3.776, -0.043, -1.634], [-1.762, 1.528, -1.258], [1.758, -1.763, -3.933], [-2.069, 2.134, -2.411], [-1.896, -3.063, -1.029], [2.219, -1.116, -3.024], [-1.915, -2.470, 0.355], [5.578, -0.744, 1.659], [7.022, 2.438, -3.882], [7.548, -2.514, -0.493], [-4.070, 1.656, 2.507], [-0.806, -0.391, -3.809], [-0.513, -0.246, -1.399], [-4.243, 0.993, 3.674], [6.627, -1.551, 1.204], [-3.247, 2.983, -0.088], [-5.256, -2.103, 4.656], [-4.079, 1.289, 7.052], [-2.026, -4.203, 1.170], [-2.064, -3.264, 1.398], [-2.326, -4.731, -2.681], [2.319, 0.162, -1.154], [-3.805, 3.535, 1.084], [-0.971, -1.534, -4.183], [-3.579, 3.593, -1.296], [4.589, 1.218, -1.851], [-1.821, -4.121, -4.688], [1.950, 0.806, -0.180], [-1.812, -1.274, 0.519], [-3.205, 3.650, -3.405], [-4.246, 0.845, 6.078], [4.659, -0.240, 0.769], [-0.448, -1.273, -5.975], [-3.678, 2.601, 5.037], [5.935, -1.636, -2.101], [5.168, 3.474, -1.205], [-4.981, -1.265, 7.243], [-4.181, 3.822, 3.282], [-2.681, -5.715, -2.960], [5.025, 4.340, -0.572], [-5.942, -0.933, 7.659], [-4.012, 4.522, 1.038], [-4.901, -1.082, 4.720], [-4.703, -0.499, 6.005], [-1.978, 1.471, 0.798], [-4.016, 1.583, 4.962], [6.113, 3.506, -2.236], [5.732, 0.405, -3.525], [-4.202, 1.117, 1.661], [7.366, -1.917, 1.906], [-1.564, 1.781, -3.297], [3.695, 2.305, -0.198], [6.720, 4.391, -2.381], [-2.979, 3.175, -2.460]],
  "total_charge": 3,
  "s2": 8.802,
  "total_energy_ha": -2309.80045,
  "multiplicity": 6,
  "max_force_ev_per_a": 0.747,
  "homo_ha": [-0.580, -0.586]
}